Density functional theory data (ωB97M-V/def2-TZVPD) for C37H45N8O2SbTl as an isolated structure.

```
94
Properties=species:S:1:pos:R:3:forces:R:3:mulliken_charge:R:1
Tl -0.8906 0.7722 -0.7038 0.072 -0.123 0.019 1.235
C -3.0701 -1.8276 -2.2955 -0.019 0.013 0.072 -0.956
C -3.6692 -0.4265 -2.3582 -0.015 0.023 -0.017 -0.746
N -3.5384 0.2970 -1.0927 0.092 0.118 -0.096 0.131
C -4.2634 -0.2630 0.0479 0.134 -0.088 0.004 -0.992
C -3.3797 -0.3985 1.2884 0.010 0.044 0.048 -0.511
N -2.1039 -1.0582 1.0036 -0.078 -0.079 -0.014 0.300
C -2.1868 -2.4563 0.5754 -0.095 -0.048 -0.043 -0.906
C -1.4128 -2.7626 -0.7083 -0.030 0.065 -0.009 -0.275
N -1.6956 -1.8245 -1.7982 0.031 0.062 0.118 0.175
H -3.1334 -2.2661 -3.2946 -0.007 -0.007 -0.018 0.501
H -3.6851 -2.4617 -1.6542 0.003 -0.028 -0.021 0.275
H -4.7148 -0.5141 -2.6817 -0.028 0.005 -0.015 0.427
H -3.1375 0.1517 -3.1189 -0.007 0.009 0.030 0.195
H -3.7788 1.2675 -1.2366 -0.110 -0.026 0.030 0.138
H -4.6575 -1.2409 -0.2327 -0.029 0.011 0.007 0.324
H -5.1327 0.3455 0.3101 -0.002 0.017 0.011 0.500
H -3.9667 -0.9190 2.0579 0.029 -0.024 0.032 0.543
H -3.1472 0.6011 1.6652 -0.007 -0.048 -0.008 -0.087
H -1.4892 -0.9650 1.8016 -0.003 -0.009 0.077 -0.045
H -3.2375 -2.7248 0.4388 0.015 0.018 0.020 0.364
H -1.8092 -3.1298 1.3489 0.006 -0.003 -0.008 0.483
H -1.6377 -3.8016 -0.9861 0.021 -0.028 0.011 0.321
H -0.3418 -2.7128 -0.4998 0.031 0.015 0.014 -0.222
H -1.0572 -1.9980 -2.5605 0.082 -0.005 -0.038 0.255
C -3.6050 3.9003 2.9996 0.040 0.017 -0.004 -0.611
O -2.3067 4.3876 2.6300 -0.028 -0.013 -0.023 -0.483
C -1.7026 3.7045 1.6440 -0.032 -0.009 0.182 0.291
O -2.2051 2.7571 1.0739 0.016 -0.006 -0.176 -0.213
N -0.4693 4.2249 1.4298 -0.046 0.030 -0.047 -0.011
N 0.3567 3.7048 0.4400 -0.070 0.000 -0.031 -0.440
H -3.9609 4.5745 3.7705 0.008 0.016 0.012 0.279
H -3.5322 2.8857 3.3868 0.009 -0.020 0.010 0.243
H -4.2758 3.9133 2.1441 -0.017 0.012 -0.024 0.253
H -0.2128 5.0485 1.9507 0.025 0.032 0.011 0.211
H 1.2585 3.4644 0.8291 0.037 -0.011 0.019 0.237
H 0.4709 4.3638 -0.3192 0.015 0.026 -0.009 0.257
C 3.6051 -1.1277 -4.4291 0.013 0.038 -0.017 -0.622
C 3.2208 -0.0811 -5.2636 0.013 -0.037 0.018 -0.655
C 2.0563 0.6197 -5.0134 -0.123 0.045 -0.050 -0.470
C 1.2651 0.2656 -3.9219 0.034 -0.050 0.088 -0.304
C 1.6556 -0.7676 -3.0799 -0.039 0.032 0.041 0.996
C 2.8251 -1.4669 -3.3354 0.032 -0.018 0.006 -0.631
N 0.0455 0.9274 -3.5662 0.092 -0.184 0.167 0.709
N -0.2271 1.9021 -4.2656 -0.074 0.333 -0.216 -0.625
C -1.3979 2.6397 -3.9027 -0.174 0.092 0.025 0.005
C -1.9318 3.4264 -4.9136 0.056 0.012 -0.129 -0.493
C -3.0341 4.2141 -4.6332 0.016 0.037 -0.048 -0.456
C -3.5357 4.2219 -3.3423 -0.007 -0.006 0.028 -1.161
C -2.9197 3.4193 -2.3952 0.028 -0.085 0.081 -0.310
N -1.8851 2.6239 -2.6641 0.153 -0.058 -0.163 0.386
H 4.5192 -1.6714 -4.6292 -0.011 0.007 -0.017 0.424
H 3.8367 0.1865 -6.1119 -0.006 -0.002 0.005 0.379
H 1.7452 1.4356 -5.6506 0.019 -0.022 -0.009 0.470
H 1.0560 -0.9874 -2.2062 -0.058 -0.068 0.010 -0.114
H 3.1316 -2.2742 -2.6822 -0.029 0.010 0.013 0.399
H -1.4683 3.4078 -5.8909 -0.034 0.009 0.025 0.515
H -3.4792 4.8306 -5.4030 0.006 -0.017 0.000 0.403
H -4.3762 4.8436 -3.0669 0.004 -0.012 0.001 0.453
H -3.2625 3.4144 -1.3631 0.034 0.016 -0.024 0.585
C 6.9998 -0.9143 2.0000 -0.019 0.002 -0.014 -0.452
C 6.4591 -1.3985 0.8161 -0.036 0.005 0.007 -0.698
C 5.0892 -1.3283 0.6025 -0.044 0.019 0.095 -0.435
C 4.2412 -0.7929 1.5752 0.026 -0.054 -0.033 0.512
C 4.7950 -0.2992 2.7534 0.020 -0.017 -0.046 -0.266
C 6.1685 -0.3607 2.9628 -0.024 -0.013 -0.005 -0.667
Sb 2.1535 -0.7265 1.0976 0.124 0.020 0.007 0.788
C 1.7274 -2.8090 1.3934 -0.006 -0.025 0.058 0.614
C 2.2758 -3.7097 0.4790 -0.028 -0.038 0.056 -0.267
C 1.9877 -5.0665 0.5531 0.011 0.073 -0.021 -0.652
C 1.1304 -5.5391 1.5381 -0.015 0.007 0.012 -0.614
C 0.5702 -4.6527 2.4470 0.035 0.035 0.005 -0.528
C 0.8690 -3.2949 2.3783 -0.010 -0.039 -0.147 -0.498
C 1.3778 0.0396 2.9377 -0.095 0.111 -0.048 -0.069
C 1.6690 -0.4764 4.2017 -0.011 0.008 -0.031 -0.092
C 1.1312 0.1040 5.3426 -0.009 -0.015 -0.012 -0.785
C 0.2942 1.2081 5.2385 -0.009 0.016 -0.001 -0.820
C -0.0053 1.7335 3.9902 0.014 -0.045 -0.028 -0.512
C 0.5341 1.1516 2.8471 0.037 -0.105 0.091 0.394
H 8.0679 -0.9638 2.1683 -0.018 0.000 -0.001 0.375
H 7.1043 -1.8252 0.0579 -0.014 0.013 0.016 0.410
H 4.6805 -1.6968 -0.3350 0.048 0.039 0.027 0.110
H 4.1647 0.1379 3.5185 0.002 -0.003 -0.022 0.434
H 6.5884 0.0219 3.8850 -0.008 0.000 -0.018 0.398
H 2.9443 -3.3550 -0.3007 -0.021 -0.035 0.023 -0.010
H 2.4305 -5.7530 -0.1585 -0.012 0.015 0.022 0.443
H 0.9026 -6.5958 1.5991 0.003 0.023 -0.004 0.406
H -0.0959 -5.0185 3.2193 0.010 0.007 -0.009 0.443
H 0.4188 -2.6186 3.0951 0.021 0.019 0.044 0.386
H 2.3235 -1.3347 4.3026 -0.006 -0.016 -0.016 0.602
H 1.3663 -0.3052 6.3171 0.004 0.002 -0.013 0.401
H -0.1207 1.6581 6.1319 0.009 -0.008 -0.018 0.425
H -0.6540 2.5981 3.9054 0.019 -0.022 0.027 0.377
H 0.2878 1.5670 1.8744 0.003 -0.014 0.039 -0.478
```
Positions in Å, forces in eV/Å.

Multiplicity: 1
ΔE to the lowest compared entry with this formula, charge and spin (kcal/mol): 3.4
Total charge: +1
Orbital gap (Ha): 0.2558

Density functional theory data (ωB97M-V/def2-TZVPD) for a 3-piece molecular cluster, C37H45NO13P2S3 overall.

```
101
Properties=species:S:1:pos:R:3:forces:R:3:mulliken_charge:R:1
C -1.5372 1.5621 1.6170 0.264 0.093 -0.348 -1.220
C -0.3892 2.2480 0.9241 0.254 0.049 0.152 1.492
C 0.7513 2.5342 1.6770 0.213 0.235 -0.534 -0.922
C 1.8601 3.1534 1.1098 -0.225 -0.130 -0.287 -0.804
C 1.8458 3.4877 -0.2422 -0.370 -0.140 0.283 -0.863
C 0.7095 3.2151 -0.9989 0.193 0.014 0.318 -0.561
C -0.4079 2.5933 -0.4333 0.413 -0.240 0.123 0.617
C -1.6230 2.3715 -1.2916 0.415 0.117 -0.054 -2.156
C -1.7249 1.1582 -2.2673 -0.778 0.600 -0.041 1.665
C -2.7074 0.0882 -1.7443 0.641 -0.047 -0.045 -0.534
C -4.0152 -0.0126 -2.5038 -0.582 -0.182 0.329 -0.608
O -4.7958 -1.1125 -1.9691 0.488 -0.046 -0.227 -0.309
C -5.2845 -0.9088 -0.7374 -0.403 0.216 0.074 0.048
O -4.9148 -1.4912 0.2286 0.220 -0.565 0.505 -0.410
O -2.4067 1.7786 -3.4558 -0.162 -0.412 0.219 -0.385
S -1.3721 2.4781 -4.4039 0.207 0.303 -0.284 1.216
O -1.6565 2.0757 -5.7367 0.076 -0.003 0.076 -0.639
O -1.2426 3.8638 -4.0962 0.021 -0.203 -0.117 -0.621
O -0.0851 1.7407 -3.8320 0.238 0.168 0.269 -0.295
C -0.4589 0.6202 -2.9786 -0.272 -0.621 -0.773 1.450
C 0.7766 0.0692 -2.2558 -0.013 0.309 0.171 -2.456
C 0.5534 -0.6464 -0.9052 0.726 -0.329 -0.542 1.026
C 1.3486 -1.9589 -0.8761 -0.421 -0.068 0.131 -1.241
S 3.1207 -1.6189 -1.0334 0.161 0.347 0.107 0.089
C 3.7981 -2.3903 0.4138 0.259 -0.383 -0.016 -0.083
S 3.3209 -3.8385 0.9562 -0.239 -0.135 0.229 -0.135
N 4.8514 -1.6772 1.0417 -0.790 0.894 -0.624 0.291
C 4.5412 -1.0955 2.3152 0.439 -0.153 0.584 0.433
C 5.5989 -0.5025 3.0177 -0.294 0.038 0.270 -0.034
C 5.3925 0.0627 4.2706 -0.393 -0.153 -0.152 -0.680
C 4.1299 0.0252 4.8657 -0.046 -0.227 -0.518 -0.574
C 3.0802 -0.5677 4.1692 0.436 -0.006 -0.161 -0.822
C 3.2780 -1.1196 2.9014 0.095 0.202 0.200 -0.426
C 5.5519 -0.8170 0.1185 0.576 -0.070 -0.219 -1.070
C 5.4312 0.5738 0.1156 0.199 -0.256 -0.150 0.287
C 6.1188 1.3234 -0.8325 0.101 -0.420 -0.128 -0.826
C 6.9143 0.6926 -1.7924 -0.171 -0.318 0.232 -0.452
C 7.0375 -0.6954 -1.7884 -0.361 0.143 0.413 -0.679
C 6.3654 -1.4469 -0.8270 -0.069 0.430 0.047 0.152
P -0.9417 -0.8996 -4.0114 -0.527 -0.859 0.581 0.093
P 0.5365 -1.1001 -5.5886 0.284 -0.438 0.145 0.948
O 1.5420 -2.0817 -5.1655 0.041 0.248 0.145 -0.628
O -0.3477 -1.5553 -6.8282 -0.060 0.243 -0.139 -0.506
O 1.1571 0.2848 -6.0836 -0.049 0.083 -0.083 -0.514
H -2.4781 2.0818 1.4509 -0.150 -0.006 -0.025 0.032
H -1.6323 0.5413 1.2486 -0.144 -0.155 0.057 -0.029
H -1.3642 1.5414 2.6844 -0.033 -0.119 0.139 0.536
H 0.7759 2.2687 2.7168 -0.049 -0.085 0.355 0.423
H 2.7282 3.3807 1.7121 0.040 -0.035 0.080 0.463
H 2.7014 3.9804 -0.6786 0.036 0.028 -0.145 0.477
H 0.6886 3.5007 -2.0412 -0.066 0.016 -0.104 0.586
H -2.5044 2.3560 -0.6599 -0.197 -0.096 -0.013 0.448
H -1.7138 3.2570 -1.9106 -0.020 0.111 -0.027 0.718
H -2.8919 0.3084 -0.6976 -0.151 -0.055 0.140 0.707
H -2.2521 -0.8967 -1.7745 0.014 -0.128 0.020 -0.593
H -3.8687 -0.2771 -3.5399 -0.030 0.140 -0.178 0.220
H -4.6136 0.8936 -2.4188 0.015 0.197 -0.198 0.419
H -6.1209 -0.1989 -0.6746 0.001 0.329 -0.243 0.423
H 1.5276 0.8462 -2.1565 -0.024 0.259 0.122 0.255
H 1.2156 -0.6743 -2.9247 0.137 0.039 -0.150 1.075
H -0.4783 -0.9350 -0.7396 -0.194 0.157 0.113 -0.381
H 0.9411 -0.0171 -0.1122 -0.329 0.223 0.282 -0.154
H 1.1748 -2.4707 0.0625 0.087 -0.139 0.140 0.660
H 1.0110 -2.6214 -1.6681 0.069 -0.071 -0.160 0.370
H 6.5861 -0.4836 2.5820 0.077 -0.035 -0.086 0.491
H 6.2176 0.5234 4.7919 0.120 0.008 0.029 0.399
H 3.9645 0.4370 5.8487 0.022 0.073 0.089 0.424
H 2.0945 -0.6227 4.6068 -0.084 0.045 0.054 0.460
H 2.4360 -1.5789 2.4075 0.001 -0.038 -0.108 0.377
H 4.8057 1.0454 0.8561 -0.095 0.148 0.039 0.670
H 6.0312 2.3991 -0.8369 -0.049 0.105 0.029 0.392
H 7.4378 1.2657 -2.5421 0.035 0.145 -0.019 0.418
H 7.6518 -1.2048 -2.5140 0.088 0.027 -0.114 0.423
H 6.4602 -2.5221 -0.7994 -0.007 -0.115 0.001 0.429
H -2.0846 -0.5378 -4.7407 0.166 0.462 -0.264 -0.031
H -0.2603 -0.9519 -7.5768 -0.129 0.004 -0.066 0.316
H 2.0405 0.3819 -5.7046 0.070 0.102 -0.069 0.352
O -2.0291 -2.9848 -1.2705 0.161 0.128 -0.017 -0.550
C -2.4334 -3.8884 -0.5987 -0.080 -0.102 -0.079 0.430
O -1.8285 -4.2538 0.5508 0.026 0.016 0.053 -0.301
C -2.4620 -5.4229 1.0998 -0.103 -0.107 0.038 -0.513
C -3.8631 -5.4347 0.4972 -0.005 0.056 -0.083 -0.547
C -3.6197 -4.7898 -0.8673 -0.107 -0.014 0.350 -0.380
H -1.8764 -6.2976 0.8096 0.001 0.002 -0.025 0.280
H -2.4568 -5.3401 2.1833 0.064 0.081 0.002 0.335
H -4.3000 -6.4299 0.4529 0.065 -0.031 -0.024 0.341
H -4.5235 -4.8002 1.0889 0.004 0.013 0.007 0.250
H -3.3295 -5.5182 -1.6264 -0.004 0.020 -0.045 0.348
H -4.4599 -4.2037 -1.2282 0.066 0.030 -0.138 0.187
O -2.4480 1.4084 6.0035 0.000 -0.070 -0.016 -0.581
C -3.2783 2.0714 5.4596 0.086 0.099 0.169 0.455
O -3.1697 2.4331 4.1565 -0.114 0.061 -0.015 -0.231
C -4.2452 3.3121 3.7878 -0.097 0.030 0.013 -0.387
C -5.3515 3.0367 4.8011 0.045 -0.032 0.099 -0.528
C -4.5476 2.6617 6.0460 -0.187 -0.066 -0.329 -0.445
H -3.8808 4.3403 3.8372 -0.009 0.008 0.019 0.255
H -4.5379 3.0907 2.7641 0.085 -0.045 -0.023 0.278
H -6.0242 3.8806 4.9366 0.047 0.043 0.004 0.343
H -5.9442 2.1810 4.4761 -0.007 0.002 -0.024 0.279
H -4.2738 3.5348 6.6402 0.014 -0.023 0.054 0.258
H -5.0438 1.9334 6.6801 0.089 0.029 0.131 0.295
```
Positions in Å, forces in eV/Å.

Multiplicity: 1
SMILES string: Cc1ccccc1C[C@@]1(CCOC=O)OS(=O)(=O)O[C@]1(CCCSC(=S)N(c1ccccc1)c1ccccc1)PP(=O)(O)O.O=C1CCCO1.O=C1CCCO1
Total charge: 0
Orbital gap (Ha): 0.2916